(1)
{
  "formula": "C18H21ClN2O2",
  "method": "ωB97M-V with the def2-TZVPD basis set",
  "homo_energy_ev": -8.3,
  "homo_lumo_gap_ha": 0.31380,
  "lumo_energy_ha": 0.0099,
  "mol_weight_g_mol": 332.83,
  "symbols": ["C", "C", "C", "C", "C", "C", "C", "C", "C", "N", "N", "C", "O", "C", "O", "C", "C", "C", "C", "Cl", "C", "C", "C", "H", "H", "H", "H", "H", "H", "H", "H", "H", "H", "H", "H", "H", "H", "H", "H", "H", "H", "H", "H", "H"],
  "xyz": [[3.31, -2.05, 2.49], [2.93, -1.26, 1.45], [3.42, 0.24, 1.26], [1.63, -1.91, 0.67], [2.34, -2.36, -0.88], [2.74, -1.30, -1.82], [2.26, -0.17, -1.82], [2.65, 0.84, -2.79], [1.05, 0.44, -0.93], [0.42, 1.43, -1.35], [-0.53, 1.66, -0.67], [-0.66, 2.18, 0.79], [0.11, 1.77, 1.49], [-2.04, 2.82, 1.20], [-2.99, 2.43, 0.23], [-3.59, 1.28, 0.23], [-3.00, 0.37, 0.86], [-3.73, -0.93, 0.91], [-4.79, -1.16, -0.19], [-5.40, -2.69, -0.27], [-5.31, 0.00, -0.72], [-4.61, 1.25, -0.70], [0.64, -0.76, -0.01], [3.93, -1.76, 3.12], [2.86, -3.20, 2.56], [4.07, 0.35, 2.02], [3.73, 0.12, 0.15], [2.39, 0.77, 1.45], [1.06, -2.52, 1.27], [3.10, -2.87, -0.38], [1.71, -3.11, -1.09], [3.58, -1.55, -2.37], [1.90, 1.38, -3.42], [3.01, 1.82, -2.45], [3.51, 0.55, -3.12], [-1.18, 2.44, -1.23], [-2.34, 2.60, 2.23], [-1.74, 3.89, 1.07], [-2.26, 0.54, 1.59], [-3.35, -1.99, 1.39], [-6.01, -0.08, -1.81], [-5.00, 2.02, -1.17], [0.40, -0.16, 1.04], [-0.24, -1.37, -0.29]]
}


(2)
{
  "formula": "C3H7NO",
  "method": "ωB97M-V with the def2-TZVPD basis set",
  "homo_energy_ev": -9.0,
  "homo_lumo_gap_ha": 0.36825,
  "lumo_energy_ha": 0.0363,
  "mol_weight_g_mol": 73.09,
  "symbols": ["C", "N", "C", "C", "O", "H", "H", "H", "H", "H", "H", "H"],
  "xyz": [[-2.16, 0.32, 0.00], [-1.01, -0.60, -0.10], [0.23, -0.16, -0.75], [1.18, 0.30, 0.44], [2.31, 0.08, 0.54], [-1.93, 1.37, 0.50], [-2.80, 0.67, -0.85], [-2.76, -0.39, 0.48], [-1.31, -1.41, -0.68], [0.36, 0.62, -1.50], [0.85, -1.03, -1.01], [0.64, 0.92, 1.23]]
}


(3)
{
  "formula": "C4H9NO3",
  "method": "ωB97M-V with the def2-TZVPD basis set",
  "homo_energy_ev": -9.6,
  "homo_lumo_gap_ha": 0.37321,
  "lumo_energy_ha": 0.0216,
  "mol_weight_g_mol": 119.12,
  "symbols": ["O", "C", "N", "C", "C", "O", "C", "O", "H", "H", "H", "H", "H", "H", "H", "H", "H"],
  "xyz": [[-0.43, -0.83, 3.10], [-0.14, -0.70, 1.93], [-1.06, -0.65, 0.92], [-0.66, -0.16, -0.40], [-0.37, 1.39, -0.43], [0.94, 1.86, -0.53], [0.41, -1.07, -1.02], [1.74, -0.73, -0.67], [0.91, -0.67, 1.61], [-2.00, -0.42, 1.22], [-1.55, -0.20, -1.02], [-0.88, 1.79, -1.30], [-0.93, 1.80, 0.41], [1.37, 1.98, 0.33], [0.28, -2.10, -0.68], [0.24, -1.09, -2.10], [2.14, -0.20, -1.38]]
}


(4)
{
  "formula": "C31H24N5O2Pd",
  "method": "ωB97M-V with the def2-TZVPD basis set",
  "homo_energy_ev": -2.1,
  "homo_lumo_gap_ha": 0.14856,
  "lumo_energy_ha": 0.0727,
  "charge": -1,
  "mol_weight_g_mol": 604.99,
  "symbols": ["Pd", "O", "C", "N", "C", "O", "C", "C", "C", "C", "C", "N", "C", "C", "C", "C", "C", "N", "H", "H", "H", "H", "H", "H", "H", "H", "C", "N", "C", "C", "C", "C", "C", "N", "C", "C", "C", "C", "C", "C", "H", "H", "H", "H", "H", "H", "H", "H", "H", "H", "H", "C", "C", "C", "C", "C", "C", "C", "H", "H", "H", "H", "H"],
  "xyz": [[-0.16, 0.04, -0.16], [-3.06, -0.13, -3.02], [-2.19, 0.08, -2.21], [-1.64, -0.76, -1.29], [-1.89, -2.08, -1.13], [-2.67, -2.81, -1.71], [-0.99, -2.67, -0.03], [-1.17, -3.98, 0.36], [-0.37, -4.50, 1.37], [0.58, -3.68, 1.95], [0.71, -2.38, 1.50], [-0.06, -1.89, 0.53], [-1.55, 1.47, -2.13], [-2.02, 2.47, -2.96], [-1.47, 3.74, -2.86], [-0.48, 3.97, -1.93], [-0.06, 2.91, -1.14], [-0.57, 1.69, -1.25], [-1.93, -4.56, -0.14], [-0.48, -5.52, 1.70], [1.23, -4.04, 2.74], [1.45, -1.70, 1.90], [-2.81, 2.22, -3.65], [-1.82, 4.55, -3.50], [-0.03, 4.94, -1.81], [0.72, 3.03, -0.39], [2.93, -0.73, -0.68], [2.81, -0.04, 0.60], [2.85, 1.42, 0.57], [0.99, 0.93, 2.18], [1.65, 1.67, 3.29], [0.49, 2.02, 4.14], [-0.60, 1.50, 3.55], [-0.30, 0.86, 2.33], [3.98, -1.82, -0.58], [3.64, -3.09, -0.13], [4.61, -4.06, 0.08], [5.95, -3.76, -0.16], [6.30, -2.50, -0.63], [5.32, -1.54, -0.83], [3.23, -0.02, -1.47], [1.98, -1.16, -0.97], [2.93, 1.89, -0.42], [2.36, 1.03, 3.84], [0.54, 2.57, 5.07], [-1.63, 1.56, 3.88], [2.59, -3.32, 0.06], [4.33, -5.04, 0.43], [6.71, -4.51, 0.02], [7.34, -2.26, -0.82], [5.59, -0.55, -1.19], [1.54, 0.69, 0.83], [3.51, 2.06, 1.72], [2.62, 2.82, 2.66], [3.40, 3.55, 3.70], [4.63, 3.10, 4.07], [5.31, 2.08, 3.37], [4.73, 1.62, 2.18], [1.95, 3.51, 2.13], [2.90, 4.34, 4.26], [5.13, 3.57, 4.92], [6.29, 1.73, 3.69], [5.27, 0.89, 1.58]]
}


(5)
{
  "formula": "C7H14N2",
  "method": "ωB97M-V with the def2-TZVPD basis set",
  "homo_energy_ev": -8.6,
  "homo_lumo_gap_ha": 0.34876,
  "lumo_energy_ha": 0.0314,
  "mol_weight_g_mol": 126.20,
  "symbols": ["C", "C", "C", "N", "C", "N", "H", "H", "H", "H", "H", "H", "C", "C", "C", "H", "H", "H", "H", "H", "H", "H", "H"],
  "xyz": [[0.75, -1.09, 2.36], [1.38, -0.66, 1.09], [2.56, -1.07, 0.54], [2.72, -0.34, -0.60], [1.69, 0.54, -0.66], [0.87, 0.37, 0.34], [-0.10, -1.76, 2.15], [0.32, -0.27, 2.92], [1.47, -1.65, 2.96], [3.28, -1.79, 0.90], [3.51, -0.38, -1.22], [1.56, 1.20, -1.51], [-3.57, 0.92, 0.08], [-2.24, 0.77, -0.67], [-2.44, 0.38, -2.15], [-3.97, -0.05, 0.35], [-4.30, 1.37, -0.60], [-3.48, 1.57, 0.95], [-1.56, 1.61, -0.57], [-1.66, 0.02, -0.13], [-3.48, 0.11, -2.31], [-2.19, 1.22, -2.80], [-1.82, -0.45, -2.48]]
}


(6)
{
  "formula": "C34H50Br6N4O6",
  "method": "ωB97M-V with the def2-TZVPD basis set",
  "homo_energy_ev": -7.9,
  "homo_lumo_gap_ha": 0.30984,
  "lumo_energy_ha": 0.0182,
  "mol_weight_g_mol": 1090.22,
  "symbols": ["C", "C", "C", "N", "C", "H", "H", "H", "H", "H", "C", "C", "C", "N", "C", "H", "H", "H", "H", "H", "C", "C", "C", "N", "C", "H", "H", "H", "H", "H", "C", "C", "C", "N", "C", "H", "H", "H", "H", "H", "O", "C", "C", "C", "C", "O", "H", "H", "H", "H", "H", "H", "O", "C", "C", "C", "C", "O", "H", "H", "H", "H", "H", "H", "O", "C", "C", "C", "C", "O", "H", "H", "H", "H", "H", "H", "Br", "C", "C", "Br", "H", "H", "H", "H", "Br", "C", "C", "Br", "H", "H", "H", "H", "Br", "C", "C", "Br", "H", "H", "H", "H"],
  "xyz": [[15.46, 10.15, 13.75], [16.63, 9.32, 13.49], [17.38, 9.99, 12.57], [16.78, 11.13, 12.22], [15.60, 11.19, 12.90], [14.71, 9.95, 14.46], [16.99, 8.50, 14.06], [18.43, 9.78, 12.24], [17.02, 11.74, 11.46], [14.93, 11.99, 12.66], [11.01, 14.58, 6.79], [12.36, 14.19, 7.03], [12.32, 13.13, 7.90], [11.04, 12.81, 8.19], [10.22, 13.70, 7.49], [10.59, 15.39, 6.12], [13.10, 14.51, 6.39], [13.17, 12.56, 8.33], [10.73, 12.14, 8.90], [9.13, 13.55, 7.64], [14.58, 6.59, 9.45], [13.48, 7.53, 9.62], [13.85, 8.41, 10.59], [15.08, 8.09, 10.98], [15.54, 7.00, 10.38], [14.45, 5.87, 8.65], [12.54, 7.52, 9.15], [13.31, 9.24, 10.97], [15.54, 8.55, 11.77], [16.50, 6.59, 10.65], [8.86, 10.66, 10.16], [9.36, 11.73, 11.01], [8.48, 12.74, 10.93], [7.57, 12.42, 10.01], [7.76, 11.13, 9.53], [9.39, 9.72, 10.00], [10.16, 11.66, 11.77], [8.37, 13.76, 11.26], [6.66, 12.87, 9.92], [7.05, 10.77, 8.79], [16.22, 11.96, 9.27], [15.96, 11.26, 8.35], [16.52, 9.88, 8.04], [15.98, 9.52, 6.61], [14.79, 10.39, 6.55], [15.01, 11.58, 7.36], [17.61, 9.91, 7.99], [16.24, 9.22, 8.90], [16.70, 9.90, 5.88], [15.80, 8.44, 6.46], [14.64, 10.79, 5.51], [13.85, 9.87, 6.84], [15.51, 16.93, 10.79], [16.48, 16.20, 10.69], [16.60, 14.99, 9.74], [18.09, 14.57, 9.95], [18.50, 15.30, 11.20], [17.59, 16.38, 11.45], [15.90, 14.26, 10.04], [16.30, 15.09, 8.69], [18.22, 13.51, 10.13], [18.68, 14.84, 9.15], [18.44, 14.65, 12.04], [19.48, 15.77, 11.17], [8.97, 19.65, 11.00], [9.49, 20.52, 11.59], [8.93, 21.62, 12.53], [10.20, 22.33, 13.04], [11.13, 22.19, 11.83], [10.82, 20.88, 11.33], [8.29, 22.23, 11.93], [8.32, 21.05, 13.26], [10.02, 23.29, 13.41], [10.69, 21.66, 13.75], [10.84, 22.91, 11.07], [12.17, 22.23, 12.15], [15.16, 20.54, 12.45], [13.55, 19.40, 12.43], [13.61, 18.63, 13.71], [12.06, 17.46, 13.80], [13.59, 18.82, 11.51], [12.71, 20.06, 12.36], [13.63, 19.27, 14.52], [14.35, 17.79, 13.80], [14.99, 17.02, 6.59], [13.17, 17.40, 6.03], [13.29, 17.44, 4.57], [11.54, 17.35, 3.77], [12.92, 18.33, 6.46], [12.51, 16.64, 6.44], [13.73, 16.47, 4.22], [13.79, 18.35, 4.29], [13.04, 13.76, 11.47], [12.83, 15.41, 10.37], [11.42, 15.85, 10.24], [11.48, 17.55, 9.28], [13.43, 15.16, 9.49], [13.39, 16.06, 10.94], [11.00, 16.04, 11.23], [10.84, 15.14, 9.68]]
}


(7)
{
  "formula": "C19H33Cl2EuN2O4S",
  "method": "ωB97M-V with the def2-TZVPD basis set",
  "multiplicity": 8,
  "homo_energy_ev": [-1.6, -1.1],
  "homo_lumo_gap_ha": [0.13552, 0.11931],
  "lumo_energy_ha": [0.0778, 0.0778],
  "charge": -1,
  "mol_weight_g_mol": 608.42,
  "symbols": ["O", "C", "C", "C", "H", "C", "H", "C", "H", "C", "H", "C", "H", "H", "C", "C", "H", "H", "H", "C", "C", "H", "H", "H", "H", "Eu", "Cl", "Cl", "H", "H", "C", "C", "N", "H", "C", "O", "H", "H", "H", "H", "H", "H", "C", "C", "N", "H", "C", "O", "H", "H", "H", "H", "C", "S", "C", "O", "H", "H", "H", "H", "H", "H"],
  "xyz": [[-1.95, -0.26, -0.52], [-2.46, -0.53, -1.63], [-3.66, 0.19, -2.11], [-4.53, 0.83, -1.18], [-4.24, 0.86, -0.12], [-5.73, 1.40, -1.61], [-6.41, 1.86, -0.89], [-6.08, 1.40, -2.96], [-7.02, 1.82, -3.30], [-5.20, 0.82, -3.89], [-5.47, 0.83, -4.94], [-4.00, 0.23, -3.47], [-3.29, -0.21, -4.19], [-1.98, -1.25, -2.31], [-1.96, -3.48, -0.87], [-0.62, -2.93, -0.77], [-1.95, -4.59, -0.90], [-2.43, -3.14, -1.80], [-2.58, -3.14, -0.03], [0.58, -3.38, -0.50], [0.92, -4.86, -0.26], [1.48, -2.75, -0.42], [0.10, -5.50, -0.59], [1.10, -5.06, 0.81], [1.83, -5.14, -0.80], [0.17, 0.22, 0.32], [-1.33, 0.06, 2.58], [0.05, 1.32, -2.27], [-2.32, 3.98, 0.94], [-2.60, 3.87, 3.30], [-1.68, 3.09, 0.98], [-1.78, 3.17, 3.45], [-0.96, 3.15, 2.25], [-0.97, 3.08, 0.14], [0.32, 2.78, 2.32], [0.97, 2.27, 1.37], [-1.17, 3.49, 4.30], [0.79, 2.94, 3.32], [-2.30, 2.19, 0.95], [-2.18, 2.16, 3.65], [6.05, 0.12, -1.26], [5.25, 2.18, -2.63], [5.11, -0.39, -1.49], [4.39, 1.55, -2.90], [4.10, 0.61, -1.83], [4.78, -0.98, -0.63], [2.90, 0.58, -1.27], [2.45, -0.36, -0.56], [3.49, 2.17, -3.03], [2.26, 1.46, -1.48], [5.29, -1.07, -2.34], [4.60, 1.02, -3.84], [2.86, 0.51, 3.62], [3.12, -0.86, 2.51], [3.40, -2.19, 3.70], [1.75, -1.13, 1.94], [3.62, 0.50, 4.40], [1.84, 0.42, 4.02], [2.93, 1.41, 3.01], [2.45, -2.41, 4.20], [3.75, -3.06, 3.13], [4.17, -1.86, 4.41]]
}


(8)
{
  "formula": "C5H11N",
  "method": "ωB97M-V with the def2-TZVPD basis set",
  "homo_energy_ev": -9.1,
  "homo_lumo_gap_ha": 0.37899,
  "lumo_energy_ha": 0.0449,
  "mol_weight_g_mol": 85.15,
  "symbols": ["C", "C", "C", "C", "N", "C", "H", "H", "H", "H", "H", "H", "H", "H", "H", "H", "H"],
  "xyz": [[2.37, -0.51, 0.35], [1.22, -0.45, -0.67], [-0.08, -0.19, 0.05], [-0.49, 1.20, 0.37], [-1.19, 0.44, -0.66], [-2.51, -0.01, -0.26], [2.38, 0.40, 0.97], [2.26, -1.37, 1.02], [3.34, -0.59, -0.14], [1.40, 0.36, -1.39], [1.17, -1.38, -1.24], [-0.36, -0.95, 0.78], [0.11, 2.04, 0.01], [-1.02, 1.38, 1.31], [-2.85, -0.81, -0.93], [-3.21, 0.83, -0.33], [-2.54, -0.40, 0.77]]
}